# C9H12N3

An isolated ion of composition C9H12N3 and charge +1 at a distorted geometry (ωB97M-V with the def2-TZVPD basis set, the OMol25 dataset).

Properties
HOMO energy   -13.93 eV
DFT total energy   -13988.03577 eV
Energy relative to the best compared isomer or geometry (same formula, charge and spin)   78.6 kcal/mol
Frontier orbital gap   7.53 eV
Total charge   +1

Atoms and positions in Å:
C 1.0016 1.4288 -1.2779
C 0.2856 0.3150 -1.9842
C 0.0401 -0.8000 -0.9765
C 1.3214 -1.4201 -0.3505
C 1.7448 -1.0469 1.0660
C 0.9853 -0.2633 1.8697
C -0.3584 0.0971 1.4401
N -1.2024 0.5942 2.2925
C -2.4263 1.0261 2.4980
N -3.5267 1.0977 2.7400
C -0.8721 -0.2783 0.1258
N -2.1184 0.0031 -0.0785
H 0.4025 1.7068 -0.3960
H 0.8915 2.3982 -1.8321
H 1.9405 0.9800 -0.9871
H 0.9389 0.0159 -2.7589
H -0.6410 0.6555 -2.2964
H -0.4689 -1.6365 -1.4505
H 2.0690 -1.0788 -0.9823
H 1.2066 -2.5765 -0.4423
H 2.5945 -1.4775 1.3479
H 1.3660 0.0158 2.8396
H -2.4112 0.0278 -1.0282
H -2.7630 0.2158 0.6220